Density functional theory data (wB97M-V/def2-TZVPD) for 10 unconnected molecules or ions with the total composition C27H39F7O24S3.

Positions of all 100 atoms, in Å:
C -22.321 -2.101 -4.931
S -21.686 -2.929 -3.356
O -21.319 -4.341 -3.875
C -20.203 -1.886 -3.133
H -23.395 -2.152 -5.110
H -21.751 -2.457 -5.788
H -22.143 -1.030 -5.024
H -19.391 -1.988 -3.853
H -19.878 -2.331 -2.192
H -20.331 -0.815 -2.977
C -26.134 -0.097 0.907
S -25.936 -1.456 -0.345
O -27.317 -2.102 -0.510
C -25.689 -0.304 -1.742
H -26.112 -0.489 1.924
H -27.144 0.310 0.889
H -25.313 0.619 0.875
H -26.397 0.524 -1.692
H -25.623 -0.724 -2.746
H -24.777 0.265 -1.559
C -25.951 3.547 -1.917
S -25.527 3.421 -0.104
O -23.991 3.439 0.012
C -26.129 5.083 0.365
H -27.021 3.748 -1.966
H -25.649 2.681 -2.505
H -25.400 4.392 -2.329
H -26.069 4.981 1.448
H -27.144 5.299 0.029
H -25.350 5.763 0.021
C -21.706 -3.168 1.572
C -20.700 -2.107 1.863
O -21.339 -1.239 2.657
C -22.624 -1.290 2.345
O -23.475 -0.521 2.794
O -22.814 -2.299 1.571
F -20.375 -1.461 0.765
H -21.670 -3.764 2.484
H -21.523 -3.755 0.671
H -19.742 -2.453 2.254
C -23.794 8.887 -0.956
C -23.495 8.867 0.585
O -22.495 7.955 0.577
C -22.695 7.041 -0.417
O -22.023 6.016 -0.617
O -23.574 7.592 -1.284
F -24.567 8.331 1.215
H -23.086 9.627 -1.330
H -24.811 9.140 -1.256
H -23.301 9.883 0.927
C -16.352 2.120 -2.944
C -16.109 1.339 -1.740
O -16.679 0.184 -2.006
C -16.641 -0.058 -3.251
O -16.926 -1.149 -3.807
O -16.227 1.033 -3.862
F -16.779 1.962 -0.740
H -15.564 2.834 -3.182
H -17.360 2.532 -2.992
H -15.069 1.096 -1.522
C -21.724 1.173 -0.341
C -20.984 2.399 -0.893
O -21.533 2.510 -2.176
C -22.238 1.357 -2.522
O -22.748 1.091 -3.613
O -22.071 0.462 -1.487
F -19.661 2.143 -0.995
H -22.704 1.281 0.125
H -21.126 0.506 0.280
H -21.055 3.297 -0.279
C -23.297 3.225 2.802
C -22.135 4.081 2.321
O -20.994 3.232 2.598
C -21.338 2.391 3.545
O -20.559 1.634 4.060
O -22.678 2.426 3.774
F -22.072 5.177 3.143
H -23.604 2.504 2.044
H -24.212 3.738 3.100
H -22.306 4.472 1.318
C -24.080 3.333 -5.484
C -25.260 4.248 -5.429
O -24.686 5.429 -4.838
C -23.485 5.223 -4.263
O -22.730 6.112 -3.857
O -23.158 3.969 -4.518
F -26.263 3.799 -4.591
H -23.660 3.365 -6.490
H -24.366 2.290 -5.350
H -25.717 4.513 -6.382
C -17.708 6.814 -0.423
C -18.512 5.584 -0.796
O -18.931 5.181 0.472
C -18.866 6.150 1.347
O -19.426 6.122 2.436
O -18.323 7.241 0.758
F -17.735 4.635 -1.383
H -17.601 7.579 -1.192
H -16.690 6.552 -0.133
H -19.413 5.720 -1.394

For the HOMO energy, the calculation gives -8.701 eV.

Atom charges from the Mulliken analysis, given in e for atoms 1 to 6: -0.912, 0.580, -0.693, -0.707, 0.368, 0.392

***

Density functional theory data (wB97M-V/def2-TZVPD) for a single C6H9NO2 molecule.

Positions of all 18 atoms, in Å:
C -0.219 -0.317 -1.386
C -0.392 0.949 -0.750
C 0.674 1.188 0.571
C 1.129 -1.116 0.534
C -0.285 -1.351 -0.230
C -1.765 0.526 -0.176
H -0.509 1.876 -1.334
H 0.046 0.757 1.557
H 1.107 2.322 0.614
H 2.337 0.230 0.893
H 1.819 -1.951 0.543
H 0.736 -1.013 1.653
H -0.415 -2.474 -0.465
H -2.583 0.385 -0.964
H -2.088 0.988 0.812
N 1.671 0.164 0.194
O 0.079 -0.452 -2.575
O -1.342 -0.711 0.508

For the HOMO energy, the calculation gives -9.427 eV. As for the structure (SMILES): O=C1[C@@H]2CNC[C@H]1OC2.

Atom charges from the Mulliken analysis, given in e for atoms 1 to 6: 0.061, 0.262, -0.635, -0.887, 0.254, -0.562

***

Density functional theory data (wB97M-V/def2-TZVPD) for a molecular structure, C12H18N7O2SV.

Positions of all 41 atoms, in Å:
V -0.009 -0.433 -0.820
C 2.084 0.271 2.979
C 1.290 -0.251 1.837
N 1.178 0.352 0.708
N 1.944 1.447 0.376
C 2.370 1.475 -0.907
N 3.073 2.505 -1.319
S 2.054 0.150 -1.960
C 0.635 -1.581 1.817
C 0.597 -2.429 2.904
C 0.095 -3.721 2.738
C -0.350 -4.115 1.495
C -0.311 -3.197 0.452
N 0.178 -1.971 0.599
H 1.609 1.162 3.396
H 3.077 0.559 2.626
H 2.201 -0.455 3.775
H 1.912 2.278 0.955
H 3.291 3.295 -0.729
H 3.390 2.535 -2.277
H 0.956 -2.114 3.872
H 0.067 -4.400 3.579
H -0.736 -5.108 1.317
H -0.684 -3.461 -0.531
O -0.070 3.405 -1.208
C -0.722 2.633 -1.856
C -1.493 2.867 -3.150
C -1.816 1.458 -3.681
C -1.346 0.590 -2.559
O -1.251 -0.669 -2.492
N -0.853 1.272 -1.521
H -0.893 3.466 -3.831
H -2.387 3.446 -2.916
H -1.264 1.196 -4.585
H -2.871 1.280 -3.891
N -2.459 -1.223 1.299
N -2.052 -0.387 0.201
H -3.469 -1.174 1.404
H -2.061 -0.844 2.151
H -2.308 0.587 0.356
H -2.595 -0.697 -0.603

For the HOMO energy (alpha / beta), the calculation gives -15.732 / -15.937 eV. Its spin multiplicity is 3. Its charge is +2.

Atom charges from the Mulliken analysis, given in e for atoms 1 to 6: 0.394, -1.499, 0.837, 0.402, -0.477, 0.500

***

The largest force on an atom results, record by record, are as follows: 7.24; 5.48; 0.52 eV/Å.
The E_tot results, record by record, are as follows: -4751.47444; -439.13098; -2343.59711 a.u..